[1]
A structure of composition C13H20Br2KO9S2 at a distorted geometry. Source: the OMol25 dataset; level of theory: ωB97M-V/def2-TZVPD.

Summary:
Total charge: -1
Energy relative to the best compared isomer or geometry (same formula, charge and spin) (kcal/mol): 34.92
Kohn-Sham gap (eV): 8.05
E_tot (Eh): -7728.9418
Molar mass (g/mol): 583.3

Geometry as XYZ:
```
47
Properties=species:S:1:pos:R:3:forces:R:3
K 0.02397 0.14348 0.31722 1.1 -0.1 2.1
C 0.22249 2.63261 3.45219 -0.1 0.0 0.0
O 0.65591 1.98815 2.28366 0.3 0.1 -0.2
C 1.85723 2.53133 1.77032 -0.1 -0.1 0.1
C 2.26641 1.78316 0.52830 0.3 -0.2 0.1
O 2.54993 0.43514 0.90379 0.4 0.2 -0.2
C 3.23034 -0.35595 -0.07244 -0.1 0.1 0.1
C 2.36396 -1.50979 -0.55073 0.0 0.1 0.2
O 1.89300 -2.31898 0.51101 0.0 0.0 -0.2
C 2.85478 -3.17324 1.07012 0.1 0.1 0.0
H -0.01090 3.68660 3.25833 0.0 0.0 0.0
H 0.97983 2.57260 4.24236 0.0 0.0 0.0
H -0.68178 2.12472 3.78357 0.0 0.0 0.0
H 2.65649 2.44649 2.51793 0.0 0.0 0.1
H 1.72456 3.59151 1.51706 0.0 0.0 0.0
H 3.16692 2.25365 0.12018 0.0 0.1 0.0
H 1.47613 1.82850 -0.23085 0.3 0.2 -0.1
H 4.14564 -0.73103 0.39205 0.1 0.0 0.0
H 3.51266 0.24999 -0.94045 0.0 0.0 0.0
H 2.93871 -2.10230 -1.27456 0.0 -0.1 0.0
H 1.47499 -1.13889 -1.05452 0.2 -0.2 -0.2
H 3.39346 -3.72694 0.28955 0.0 0.0 0.0
H 2.33305 -3.88384 1.70913 0.0 0.0 0.0
H 3.58501 -2.63253 1.68436 0.0 0.0 0.0
O -2.59615 -2.90532 -1.13491 0.0 -0.1 0.0
S -2.07161 -1.57233 -0.94015 -0.3 -0.3 -0.3
O -0.64016 -1.43926 -1.17988 -0.5 -1.3 -0.9
O -2.46731 -0.96377 0.32617 -0.2 0.0 0.0
C -2.81133 -0.59131 -2.24959 0.0 0.3 -0.3
C -3.83702 -1.21386 -2.95296 0.1 0.1 0.0
C -4.43800 -0.59465 -4.03835 -0.1 0.0 0.0
C -4.01141 0.65840 -4.43706 0.0 0.0 -0.1
C -2.99444 1.29770 -3.74194 0.0 -0.1 0.1
C -2.38160 0.69326 -2.64896 -0.3 -0.3 0.0
S -1.15567 1.70332 -1.80200 -0.1 0.3 -0.4
O 0.16210 1.09769 -2.01397 0.0 0.3 -0.3
O -1.55043 1.64010 -0.40039 -0.8 1.1 -0.5
O -1.28978 3.01047 -2.40821 0.0 0.2 0.0
H -4.13643 -2.20262 -2.63592 0.0 0.0 0.0
H -5.23473 -1.09952 -4.57310 0.0 0.0 0.0
H -4.47249 1.14866 -5.28684 0.0 0.0 0.0
H -2.66412 2.28796 -4.01929 0.0 0.0 0.0
Br -1.05760 -1.40544 2.52623 -0.7 -0.3 0.0
C -0.08155 -1.58549 4.11838 0.2 -0.1 0.6
Br 1.78940 -1.08602 3.99574 0.0 0.0 0.1
H -0.12676 -2.62477 4.41217 0.2 0.0 0.2
H -0.54567 -0.94763 4.85729 0.2 0.0 0.2
```
Positions in Å, forces in eV/Å.

***

[2]
A structure of composition C2H2FZn at a distorted geometry. Source: the OMol25 dataset; level of theory: ωB97M-V/def2-TZVPD.

Summary:
Spin multiplicity: 2
Kohn-Sham gap (alpha / beta) (eV): 8.36 / 8.75
E_tot (Eh): -1956.4551
Molar mass (g/mol): 110.4
Expectation value of S²: 0.753

Geometry as XYZ:
```
6
Properties=species:S:1:pos:R:3:forces:R:3
F -2.05198 -0.85880 -0.05224 2.1 -1.9 0.0
H -1.24740 -1.43494 -0.04200 -2.3 2.0 0.0
C 1.02893 0.17285 0.03255 -1.1 1.4 0.5
C 0.09772 0.97544 0.17227 1.5 -1.2 -1.1
H -0.70630 1.67483 -0.00868 0.3 -0.4 0.5
Zn 2.87902 -0.52937 -0.10190 -0.6 0.1 0.1
```
Positions in Å, forces in eV/Å.